[1]
Computed, not measured: 2 unconnected molecules or ions with the total composition S2 at a distorted geometry, with the ωB97M-V functional and the def2-TZVPD basis.

```
2
S2 (the ωB97M-V functional and the def2-TZVPD basis)
S 1.2103 -0.7268 0.8350
S -1.2103 0.7268 -0.8350
```

Properties
highest occupied orbital energy: -9.64 eV
DFT total energy: -21662.456 eV
multiplicity: 1
charge: 0
strongest force on any atom: 3.52 eV/Å
frontier orbital gap: 4.55 eV
energy relative to the best compared isomer or geometry (same formula, charge and spin): 6.541 eV

Want to see where the charge sits? The Löwdin charges in e are:
1. S 0.000
2. S 0.000

---

[2]
Computed, not measured: a gas-phase ion, S2 (charge +1) at a distorted geometry, with the ωB97M-V functional and the def2-TZVPD basis.

```
2
S2 (the ωB97M-V functional and the def2-TZVPD basis)
S 0.0000 0.0000 1.3108
S 0.0000 0.0000 -1.3108
```

Properties
highest occupied orbital energy (alpha / beta): -17.51 / -16.73 eV
DFT total energy: -21655.301 eV
multiplicity: 2
charge: +1
strongest force on any atom: 6.77 eV/Å
frontier orbital gap (alpha / beta): 6.08 / 5.59 eV
energy relative to the best compared isomer or geometry (same formula, charge and spin): 5.119 eV

Want to see where the charge sits? The Löwdin charges in e are:
1. S 0.500
2. S 0.500